Entry from the Open Molecules 2025 dataset: a structure of composition C3H15N2O2 in a non-equilibrium geometry (ωB97M-V with the def2-TZVPD basis set).

- E_tot (a.u.) = -383.12864
- 2S+1 = 2
- Kohn-Sham gap (spin up / spin down) (eV) = 2.4 / 10.0
- molar mass (u) = 111.2
- E_HOMO (spin up / spin down) (eV) = -2.251 / -9.940
- E_LUMO (spin up / spin down) (eV) = 0.170 / 0.070

Structure (XYZ):
```
22
Properties=species:S:1:pos:R:3:forces:R:3
C -0.032028 -0.083364 -0.378081 -0.431 -1.346 -1.166
C 1.147241 0.014467 -1.301189 2.426 0.734 -0.621
C 2.455342 0.202218 -0.504816 -2.121 -0.207 1.416
N 2.212567 1.276440 0.541386 1.062 -0.005 -0.398
N -0.213312 1.190827 0.285023 -1.872 1.394 0.412
H 0.094801 -0.900270 0.338658 0.076 0.314 0.015
H -0.909971 -0.337174 -0.958645 -0.176 -0.003 0.088
H 1.148105 0.846190 -2.029963 -0.805 0.049 0.553
H 1.446620 -0.790828 -1.982400 -1.013 -0.713 0.325
H 2.603744 -0.744711 0.084673 0.665 0.901 -0.889
H 3.169595 0.570635 -1.215461 1.127 -0.374 0.115
H 2.566274 2.150740 0.133690 0.087 0.381 0.070
H 2.779584 1.107663 1.379685 -0.107 -0.052 0.176
H -0.884849 1.764512 -0.265733 0.988 -0.135 0.426
H -0.646581 1.122022 1.204068 -0.345 -0.582 -0.003
H 0.992404 1.459613 0.640259 0.777 -0.096 -0.573
H -2.663545 -0.957426 2.337905 0.114 0.134 0.175
H -2.551028 -0.738577 0.847366 0.483 0.085 0.344
O -2.257775 -0.360862 1.698938 -0.441 -0.150 -0.175
H -3.314846 -1.845758 -0.832461 0.339 -0.240 -0.131
H -2.120819 -2.826663 -0.715424 -0.092 0.119 0.059
O -2.362368 -1.892583 -0.646392 -0.742 -0.207 -0.219
```
Forces are in eV/Å.

***

Entry from the Open Molecules 2025 dataset: a cluster of 3 separate species, C3H15N2O2 in total in a non-equilibrium geometry (ωB97M-V with the def2-TZVPD basis set).

- E_tot (a.u.) = -383.02303
- charge = +1
- Kohn-Sham gap (eV) = 9.8
- molar mass (u) = 111.2
- E_HOMO (eV) = -12.865
- E_LUMO (eV) = -3.073

Structure (XYZ):
```
22
Properties=species:S:1:pos:R:3:forces:R:3
N 1.381815 1.062780 -0.085313 -1.008 0.785 0.287
C -0.020170 1.560204 -0.312788 -2.543 0.986 1.229
C -0.292918 2.922042 0.382877 2.147 0.002 -0.674
C -1.028053 0.541959 0.330544 2.384 -1.145 -1.599
N -1.389760 -0.500013 -0.604361 -0.736 0.805 -0.155
H 2.045195 1.347246 -0.795977 0.013 -0.449 -0.550
H 1.305319 0.039206 0.011918 1.085 0.246 -0.379
H 1.733839 1.520900 0.745954 0.059 -0.294 0.640
H -0.225946 1.666763 -1.371901 0.306 -0.316 -0.125
H 0.483051 3.152202 1.124377 0.346 0.249 -0.449
H -1.144709 3.029694 1.005799 -1.279 -0.474 -0.016
H -0.305796 3.645467 -0.424540 0.030 0.615 0.426
H -0.384878 0.172808 1.148482 -1.012 -0.130 0.701
H -1.945155 1.018265 0.623109 0.037 0.313 0.462
H -2.381225 -0.660494 -0.602665 0.087 -0.477 -0.166
H -0.836583 -1.307356 -0.806018 0.112 -0.225 0.452
H -0.490808 -5.301189 0.607398 0.233 0.141 -0.225
H -1.427944 -4.658064 1.553555 0.036 0.406 -0.018
O -0.759522 -4.420232 0.895626 -0.217 -0.465 0.188
H 1.936722 -1.465523 -1.882208 0.468 0.335 -0.307
H 1.581650 -2.024684 -0.592965 0.357 -0.325 0.564
O 2.165876 -1.341982 -0.950903 -0.905 -0.584 -0.284
```
Forces are in eV/Å.

***

Entry from the Open Molecules 2025 dataset: a cluster of 3 separate species, C3H15N2O2 in total in a non-equilibrium geometry (ωB97M-V with the def2-TZVPD basis set).

- E_tot (a.u.) = -382.97676
- charge = +1
- Kohn-Sham gap (eV) = 10.9
- molar mass (u) = 111.2
- E_HOMO (eV) = -13.653
- E_LUMO (eV) = -2.723

Structure (XYZ):
```
22
Properties=species:S:1:pos:R:3:forces:R:3
C 0.692712 -0.755194 -0.204065 0.175 2.923 0.579
C 0.059140 -1.417134 -1.347131 0.170 -3.013 -3.345
C 0.513035 -0.729386 -2.661873 -0.637 1.275 -3.451
N -0.079187 0.660774 -2.581374 1.111 2.741 -0.239
N -0.200288 0.566319 0.188290 -1.765 -2.317 -1.718
H 1.572979 -0.084210 -0.695848 -1.155 -2.369 2.013
H 0.773073 -1.433670 0.712128 0.554 1.495 -1.201
H -0.973515 -1.717794 -1.314946 -1.387 1.662 0.309
H 0.178199 -2.529945 -1.514936 1.795 0.761 0.772
H 1.674621 -0.699591 -2.799875 -2.191 -0.045 0.565
H 0.075315 -1.003577 -3.792477 1.252 -0.732 3.378
H -0.931769 0.714616 -3.137653 0.288 -0.133 0.153
H 0.500480 1.528353 -2.907685 -0.998 -2.530 0.602
H -1.147096 0.340627 0.593145 1.498 0.123 0.139
H 0.332817 1.150412 0.811073 -0.174 0.686 0.432
H -0.484818 0.972772 -0.802397 1.397 -0.437 1.159
H -0.249786 1.955629 3.475112 -0.247 0.416 -1.283
H -0.620919 3.121336 2.574089 -1.521 4.641 0.325
O -0.337684 2.279248 2.541967 1.767 -5.195 0.831
H -0.973527 -1.453015 3.970531 -0.727 -1.971 -0.458
H 0.246444 -0.819545 4.639575 -0.211 -0.210 0.004
O -0.620225 -0.647025 4.254349 1.004 2.228 0.434
```
Forces are in eV/Å.

***

Entry from the Open Molecules 2025 dataset: a cluster of 4 separate species, C3H15N2O3 in total in a non-equilibrium geometry (ωB97M-V with the def2-TZVPD basis set).

- E_tot (a.u.) = -458.27426
- charge = +1
- Kohn-Sham gap (eV) = 10.8
- molar mass (u) = 127.2
- E_HOMO (eV) = -13.732
- E_LUMO (eV) = -2.913

Structure (XYZ):
```
23
Properties=species:S:1:pos:R:3:forces:R:3
C 0.268466 -0.844973 -2.942872 -2.127 -2.198 1.778
C -0.507612 0.443221 -2.668890 0.474 0.350 0.801
N 0.638723 1.894086 0.569949 0.730 1.556 1.980
C -0.091969 1.228113 -0.321526 1.630 0.004 -0.109
N 0.176684 1.279166 -1.607710 -1.260 -0.355 -0.193
H 0.810447 -0.930356 -3.815408 0.559 0.445 -2.501
H 1.059650 -1.253063 -2.274112 -1.024 0.772 0.635
H -0.604906 -1.587038 -2.968301 1.781 0.333 -0.215
H -0.467332 1.090840 -3.567775 -0.676 -0.461 0.536
H -1.570328 0.140104 -2.339317 1.709 1.148 -0.477
H 1.409655 2.642684 0.461848 -1.889 -1.876 -0.800
H 0.419010 1.835586 1.599983 -0.205 -0.425 -1.477
H -0.801875 0.467484 0.066688 0.339 0.808 -0.207
H 0.894256 1.905196 -1.954472 -0.061 -0.049 0.217
H 0.431290 -1.223890 1.546098 2.161 -1.070 0.099
H -0.425965 -0.438690 2.624664 0.509 -0.513 -1.240
O -0.402869 -0.878228 1.737521 -2.777 1.803 1.056
H -1.005523 1.530174 3.856660 0.053 0.136 -0.473
H 0.407066 1.286397 4.116111 2.368 -0.285 2.317
O -0.158619 1.375954 3.405029 -2.415 0.316 -1.600
H -0.360015 -3.157973 0.675660 0.426 -0.598 2.243
H -0.281273 -3.340105 2.324671 -0.486 0.203 -0.817
O 0.163048 -3.464699 1.475504 0.182 -0.046 -1.550
```
Forces are in eV/Å.

***

Entry from the Open Molecules 2025 dataset: a cluster of 4 separate species, C3H15N2O3 in total (ωB97M-V with the def2-TZVPD basis set).

- E_tot (a.u.) = -458.29164
- charge = +1
- Kohn-Sham gap (eV) = 9.3
- molar mass (u) = 127.2
- E_HOMO (eV) = -12.440
- E_LUMO (eV) = -3.188

Structure (XYZ):
```
23
Properties=species:S:1:pos:R:3:forces:R:3
C 3.050308 0.634274 1.504065 -0.306 0.417 -0.227
C 2.036080 -0.000049 0.590207 0.147 0.052 0.143
C 0.732811 0.261202 0.779086 -0.430 -0.156 0.443
N -0.307132 -0.438933 0.010554 -0.634 -0.078 -0.345
N 2.520424 -0.846958 -0.349120 0.248 -0.373 -0.437
H 2.817345 1.694530 1.628837 0.027 -0.152 0.090
H 4.036949 0.568757 1.066185 0.258 -0.060 0.013
H 3.047447 0.158915 2.482669 0.041 -0.076 -0.041
H 0.330351 0.858556 1.584212 0.266 0.009 -0.126
H -0.512957 -1.406629 0.290452 0.589 -0.012 0.011
H -0.147993 -0.446064 -1.012611 -0.044 -0.229 0.002
H -1.224619 -0.004884 0.120650 0.105 0.547 -0.125
H 3.502659 -0.870697 -0.597102 -0.309 0.178 0.383
H 1.932712 -1.278359 -1.042245 -0.107 0.069 -0.041
H -0.481861 -2.380972 -2.416817 -0.039 -0.020 -0.266
H -0.552803 -1.231450 -3.440317 0.030 -0.018 0.034
O -0.119076 -1.512373 -2.625767 0.068 0.024 0.300
H -3.854079 0.451334 -2.304379 -0.168 0.067 0.112
H -3.769583 0.159557 -0.777818 -0.253 0.176 -0.365
O -3.263379 0.176677 -1.598555 0.516 -0.269 0.382
H -4.012615 1.977629 1.972139 -0.043 0.341 -0.044
H -2.694803 1.338218 2.267346 0.075 0.334 0.121
O -3.066187 2.137725 1.868331 -0.037 -0.771 -0.019
```
Forces are in eV/Å.